Model a:
The following is a DFT calculation (ωB97M-V/def2-TZVPD) of a cluster of 2 separate species, C4H14N3O in total.

```
22
Properties=species:S:1:pos:R:3:lowdin_charge:R:1
C -1.76634 -0.00821 -0.64535 -0.1526
C -0.94479 0.39791 -1.85861 -0.0927
C -0.39420 0.92177 1.25943 -0.4077
N -0.71585 -0.10921 0.47077 0.0979
N -1.22983 1.96672 1.46832 0.1952
N 0.82038 0.99586 1.84812 0.1973
H -2.65860 0.47185 -0.23534 0.1134
H -2.20638 -0.99713 -0.88084 0.1258
H -0.62412 1.45777 -1.73229 0.0807
H -1.51100 0.65214 -2.76639 0.0867
H -0.00041 -0.77185 0.14382 0.1010
H -2.07566 2.08710 0.93229 0.1110
H -1.33208 2.44773 2.34426 0.1295
H 1.54317 0.52680 1.31418 0.1130
H 1.14051 1.81941 2.31729 0.1248
H 0.04293 0.02339 -2.17578 0.0784
C 2.29327 -2.52055 -1.34585 -0.0505
O 1.45864 -1.44283 -0.75036 -0.1911
H 2.15105 -0.80381 -0.48712 0.0811
H 3.07051 -2.77044 -0.67228 0.0775
H 1.67928 -3.41933 -1.44247 0.0861
H 2.36014 -2.20170 -2.38958 0.0952
```

Results
orbital gap: 11.5 eV
multiplicity: 1
charge: +1
LUMO level: -2.912 eV
E_HOMO: -14.43 eV


Model b:
The following is a DFT calculation (ωB97M-V/def2-TZVPD) of a cluster of 2 separate species, C4H14N3O in total.

```
22
Properties=species:S:1:pos:R:3:lowdin_charge:R:1
C -0.45943 -2.22488 -0.08602 -0.2276
O -0.08110 -3.63279 -0.14762 -0.0458
C 0.42831 -1.64327 -1.17245 -0.1237
N 0.19347 -0.14211 -1.25286 0.1723
H -0.14674 -1.80582 0.87085 0.1119
H -1.49387 -1.97074 -0.26648 0.1210
H -0.52736 -4.05823 0.59827 0.1037
H 1.48897 -1.87874 -1.00285 0.1483
H 0.07632 -2.10420 -2.10499 0.1416
H 0.50737 0.33234 -0.37034 0.0732
H -0.79879 -0.05533 -1.46015 0.1603
H 0.74914 0.25236 -2.00641 0.1618
C 0.31503 2.72027 -0.29441 -0.0653
N 0.65325 1.61745 0.66989 -0.1257
C -0.39288 1.29021 1.53974 -0.3023
N -0.23985 0.59368 2.64884 0.0945
H 1.12717 2.76518 -1.04873 0.0981
H -0.62803 2.48214 -0.72802 0.0592
H 0.21142 3.70677 0.21795 0.1087
H 1.56328 1.64800 1.12304 0.1489
H -1.41786 1.55900 1.13612 0.1425
H -1.12781 0.54871 3.13661 0.0443
```

Results
orbital gap: 10.2 eV
multiplicity: 1
charge: +1
LUMO level: -3.332 eV
E_HOMO: -13.56 eV


Verdict on stability: model a comes out on top.


Model a:
The following is a DFT calculation (ωB97M-V/def2-TZVPD) of a structure of composition C46H36Cl4GeN6O3SY.

```
98
Properties=species:S:1:pos:R:3:lowdin_charge:R:1
Y -1.18466 -0.18423 -0.07092 1.5234
O 3.04182 1.42462 0.93052 -0.2574
S 2.08018 0.33602 0.85518 0.7271
O 1.68950 0.07249 -0.62967 -0.5103
N 0.58060 0.51807 1.41443 -0.2412
C 0.40435 1.30891 2.56787 -0.2648
C 1.31130 1.48322 3.61325 -0.0006
C 1.17719 2.58092 4.46526 -0.0314
C 0.14416 3.49703 4.35337 0.0026
C -0.84321 3.30748 3.36513 -0.1298
C -1.84419 4.25432 3.04622 0.0394
C -2.64264 4.06006 1.95376 -0.0290
C -2.41927 2.94557 1.14875 -0.1602
N -1.61612 1.92545 1.47063 0.0268
C -0.74896 2.14372 2.52961 -0.1498
C 2.87865 -1.10262 1.59853 -0.2750
C 4.26091 -1.14194 1.49018 -0.0507
C 4.96998 -2.08658 2.22469 -0.0278
C 4.30289 -2.94006 3.08593 -0.0357
C 2.92972 -2.87398 3.19765 -0.0465
C 2.19754 -1.94908 2.46022 -0.0655
H 2.15458 0.83165 3.73414 0.1127
H 1.95033 2.77062 5.20615 0.1268
H 0.13086 4.36933 4.98253 0.1253
H -1.91061 5.14353 3.64576 0.1340
H -3.40897 4.77361 1.67281 0.1227
H -2.95803 2.92361 0.20741 0.0770
H 4.74485 -0.46321 0.79784 0.1063
H 6.04172 -2.14614 2.11240 0.1243
H 4.86482 -3.66475 3.66847 0.1288
H 2.42490 -3.52611 3.88238 0.1141
H 1.12987 -1.90339 2.56866 0.0957
C -3.09993 -2.22735 3.86829 -0.0103
C -2.63371 -1.36005 2.88598 -0.1023
N -1.90213 -1.73339 1.82177 0.0275
C -1.48499 -3.03237 1.75702 -0.1530
C -1.90457 -3.98158 2.76624 -0.1048
C -2.73895 -3.56014 3.83373 0.0482
C -1.40595 -5.32586 2.70602 0.0145
C -0.50014 -5.68654 1.74337 0.0123
C -0.08186 -4.77359 0.71923 -0.1159
C 0.84022 -5.15037 -0.27728 0.0540
C 1.18403 -4.22247 -1.25094 -0.0026
C 0.68400 -2.93604 -1.15699 -0.1246
N -0.19313 -2.51563 -0.22289 0.0335
C -0.58701 -3.43033 0.73308 -0.1448
H -3.76353 -1.85279 4.63719 0.1266
H -2.80951 -0.30062 3.00898 0.1036
H -3.07474 -4.25979 4.59164 0.1395
H -1.72209 -6.03414 3.45805 0.1303
H -0.11505 -6.70565 1.70571 0.1342
H 1.32526 -6.11049 -0.25151 0.1355
H 1.87536 -4.44968 -2.04456 0.1218
H 1.12378 -2.18135 -1.80306 0.0854
Cl -4.01860 2.52487 -3.51323 0.6628
C -2.45453 3.32156 -3.08579 -1.4991
Cl -2.69659 4.82027 -2.11930 0.6800
Cl -1.44006 3.64896 -4.54401 0.6823
C -1.65472 2.40095 -2.24138 -0.3014
N -1.06058 1.70053 -1.51941 0.1487
Ge 2.93733 0.67266 -2.08235 1.1055
C 1.95963 0.00991 -3.59642 -0.3266
C 2.41970 -1.21638 -4.09135 -0.1308
C 1.82516 -1.79013 -5.19400 -0.0546
C 0.78141 -1.14254 -5.84525 -0.0393
C 0.31417 0.07394 -5.35428 -0.0584
C 0.93827 0.67325 -4.25086 -0.1276
C 3.13560 2.61956 -1.95729 -0.3105
C 2.15183 3.53840 -2.34986 -0.1036
C 2.42467 4.89743 -2.29873 -0.0673
C 3.66544 5.36304 -1.88912 -0.0399
C 4.64261 4.43409 -1.53402 -0.0450
C 4.38006 3.07189 -1.55903 -0.1219
H 4.17296 -0.13343 -1.62644 0.0386
H 3.26237 -1.69177 -3.61347 0.0987
H 2.21965 -2.73949 -5.57751 0.1286
H 0.30465 -1.56569 -6.70708 0.1173
H -0.53555 0.55852 -5.81203 0.1068
H 0.59654 1.62181 -3.87985 0.0411
H 1.19264 3.19531 -2.70114 0.0493
H 1.66134 5.61470 -2.57098 0.1098
H 3.87650 6.41905 -1.83111 0.1184
H 5.63798 4.77171 -1.26620 0.1200
H 5.14927 2.34222 -1.31383 0.1037
Cl -6.24305 -1.36426 -3.09654 0.7532
C -5.57890 -0.60075 -1.69804 -0.6311
C -6.38648 0.10604 -0.79615 -0.0318
C -5.79476 0.66900 0.32589 -0.0093
C -4.43497 0.51128 0.50057 -0.1520
N -3.61413 -0.12057 -0.35971 -0.0448
C -4.20676 -0.73125 -1.41015 -0.1496
H -7.43984 0.26199 -1.02223 0.1338
H -6.35689 1.23888 1.06282 0.1335
H -3.97428 0.91851 1.38122 0.0803
H -3.59827 -1.31496 -2.09087 0.0997
O -1.21423 -0.88928 -2.22695 -0.1286
H -0.60601 -1.50261 -2.66419 0.0790
H -1.18996 -0.05513 -2.75854 0.0621
```

Results
orbital gap: 7.0 eV
multiplicity: 1
charge: +3
LUMO level: -8.030 eV
E_HOMO: -15.04 eV


Model b:
The following is a DFT calculation (ωB97M-V/def2-TZVPD) of a structure of composition C46H36Cl4GeN6O3SY.

```
98
Properties=species:S:1:pos:R:3:lowdin_charge:R:1
Y -1.35070 0.31248 0.36821 1.5552
O 3.46852 1.37250 1.58613 -0.2852
S 2.34857 0.58815 1.02670 0.7010
O 2.22329 0.73355 -0.48652 -0.4528
N 0.87867 0.76724 1.50366 -0.2205
C 0.67046 0.91732 2.86217 -0.3076
C 1.67472 0.73808 3.84026 0.0226
C 1.44147 1.18179 5.20150 -0.0158
C 0.41777 2.02536 5.48891 -0.0141
C -0.59968 2.10918 4.52084 -0.1554
C -1.66331 2.99157 4.81686 0.0295
C -2.69254 3.14718 3.92778 -0.0241
C -2.63348 2.45432 2.70611 -0.1293
N -1.61467 1.67628 2.40908 -0.0247
C -0.55931 1.48022 3.26415 -0.2000
C 2.88078 -1.19975 1.29680 -0.2217
C 4.25118 -1.52305 0.95074 -0.0432
C 4.78208 -2.79078 1.19318 -0.0400
C 3.89169 -3.73072 1.65747 -0.0739
C 2.62259 -3.42534 2.06481 -0.0685
C 2.06987 -2.15931 1.89901 -0.0749
H 2.68247 0.38478 3.60213 0.1107
H 2.28645 1.01453 5.88499 0.1301
H 0.33411 2.69094 6.35013 0.1352
H -1.60952 3.55604 5.77863 0.1522
H -3.44878 3.95607 4.08746 0.1392
H -3.44368 2.42956 1.91927 0.1206
H 4.89933 -0.62577 0.77485 0.1081
H 5.82267 -3.01690 1.26979 0.1205
H 4.21331 -4.77269 1.78855 0.1311
H 2.06853 -4.23782 2.53229 0.1196
H 1.04336 -1.92356 2.12536 0.0812
C -2.67520 -2.81005 4.08824 -0.0153
C -1.91140 -1.86122 3.45218 -0.1398
N -1.79018 -1.75511 2.15345 0.0613
C -2.08397 -2.90958 1.40857 -0.1577
C -2.99641 -3.84160 1.91318 -0.1285
C -3.30077 -3.79965 3.31964 0.0700
C -3.51715 -4.77474 0.98608 -0.0086
C -2.99992 -4.90308 -0.24154 0.0055
C -1.94932 -4.04424 -0.72759 -0.1226
C -1.33613 -4.20545 -1.99049 0.0438
C -0.28736 -3.36056 -2.29908 -0.0027
C -0.00560 -2.29454 -1.41871 -0.1392
N -0.75102 -2.03472 -0.36356 0.0284
C -1.56877 -3.00106 0.11137 -0.1933
H -2.69011 -2.76549 5.19067 0.1360
H -1.43924 -1.05021 4.03568 0.1257
H -4.11542 -4.45208 3.68422 0.1446
H -4.24472 -5.52777 1.30084 0.1413
H -3.45338 -5.68626 -0.86930 0.1429
H -1.47232 -5.14196 -2.58168 0.1557
H 0.41598 -3.60904 -3.15016 0.1437
H 0.90515 -1.67874 -1.59795 0.1228
Cl -3.88971 3.01938 -3.77156 0.6390
C -2.16703 3.31237 -3.11990 -1.2411
Cl -1.71865 5.14483 -3.21761 0.6373
Cl -0.85304 2.16921 -3.96155 0.6898
C -1.99864 2.88000 -1.73136 -0.2642
N -2.00274 2.26705 -0.71896 0.1409
Ge 3.62469 1.47941 -1.57471 1.0578
C 3.23657 0.44290 -3.20370 -0.3231
C 3.31999 -0.92754 -3.32851 -0.1236
C 2.95500 -1.58488 -4.54902 -0.0627
C 2.63919 -0.83968 -5.71630 -0.0361
C 2.64360 0.57677 -5.59933 -0.0680
C 2.86958 1.14811 -4.36244 -0.1377
C 3.36791 3.41051 -1.75731 -0.2807
C 2.22156 3.99669 -2.28684 -0.1422
C 2.23284 5.36524 -2.57368 -0.0792
C 3.32771 6.21784 -2.29332 -0.0064
C 4.45042 5.58923 -1.70310 -0.0755
C 4.47538 4.28677 -1.38674 -0.0956
H 5.00454 1.05069 -1.00193 0.0345
H 3.61593 -1.53035 -2.44103 0.1093
H 3.01530 -2.67308 -4.62249 0.1044
H 2.50419 -1.33879 -6.65153 0.1038
H 2.60033 1.18738 -6.46664 0.1033
H 2.80876 2.28404 -4.31673 0.1128
H 1.32506 3.39287 -2.54687 0.0678
H 1.30077 5.76773 -2.91823 0.0685
H 3.21627 7.27975 -2.50877 0.1196
H 5.37739 6.12584 -1.52257 0.1234
H 5.18975 3.95819 -0.70302 0.0886
Cl -5.75788 -1.11174 -3.44146 0.6929
C -5.38842 -0.84257 -1.73315 -0.5650
C -6.40486 -0.59146 -0.75830 -0.0194
C -5.95264 -0.32087 0.55863 -0.0077
C -4.57040 -0.17109 0.86619 -0.1008
N -3.62104 -0.38640 -0.10983 -0.0850
C -3.96384 -0.76506 -1.37939 -0.1163
H -7.50756 -0.70527 -0.96226 0.1503
H -6.57715 -0.21748 1.43823 0.1209
H -4.31492 0.08674 1.84559 0.0816
H -3.20221 -1.04447 -2.10218 0.1048
O -0.59671 0.35989 -1.73943 -0.2104
H -0.06208 -0.36784 -2.08605 0.0388
H -0.86214 1.00486 -2.45620 -0.0686
```

Results
orbital gap: 6.4 eV
multiplicity: 1
charge: +3
LUMO level: -8.721 eV
E_HOMO: -15.15 eV


Verdict on stability: model a comes out on top.


Model a:
The following is a DFT calculation (ωB97M-V/def2-TZVPD) of the molecule CH3ClFNS.

```
8
Properties=species:S:1:pos:R:3:lowdin_charge:R:1
C 0.23292 0.84125 0.31386 -0.3018
N -0.43059 -1.26119 -1.00943 -0.3714
F 1.24320 1.77275 -0.44873 -0.2147
S -0.78792 0.15915 -1.01719 0.6624
Cl -2.58248 0.50286 0.27898 0.0616
H 0.99703 0.06185 0.76310 0.1414
H -0.38102 1.39502 0.96096 0.0037
H -0.79865 -1.90939 -1.68370 0.0187
```

Results
orbital gap: 9.6 eV
multiplicity: 1
LUMO level: -0.454 eV
E_HOMO: -10.08 eV


Model b:
The following is a DFT calculation (ωB97M-V/def2-TZVPD) of the molecule CH3ClFNS.

```
8
Properties=species:S:1:pos:R:3:lowdin_charge:R:1
C 1.84960 -0.34408 0.31903 -0.2006
H -1.05914 0.71365 -1.18148 -0.1536
H 2.67572 -0.98908 0.02781 0.0620
H 1.88866 0.11178 1.31493 0.0617
N 0.91550 -0.17757 -0.52445 -0.4167
F -3.57719 0.43839 0.14376 -0.5438
S -0.37339 0.84468 -0.04130 0.5973
Cl -2.31975 -0.59776 -0.05830 0.5937
```

Results
orbital gap: 6.9 eV
multiplicity: 1
LUMO level: -1.137 eV
E_HOMO: -8.01 eV


Verdict on stability: model a comes out on top.


Model a:
The following is a DFT calculation (ωB97M-V/def2-TZVPD) of the molecule C13H17N3O4.

```
37
Properties=species:S:1:pos:R:3:lowdin_charge:R:1
C 0.25244 -0.83309 -0.04489 -0.3262
C -0.33692 -0.10137 1.04421 -0.4601
C 1.67069 -1.52087 0.10986 -0.0663
C 2.80773 -0.52853 -0.12377 -0.1972
C 4.06377 -1.14146 -0.04886 -0.0757
C 2.75968 0.90516 -0.09578 -0.0442
C 5.21764 -0.42715 -0.21543 -0.0621
C 3.89269 1.66134 -0.14138 -0.1028
C 5.07899 1.00028 -0.24167 -0.0885
C -2.66422 -0.36829 0.02149 -0.2396
C -2.65334 -1.83721 -0.24844 -0.4551
C -3.07852 0.73634 -0.96524 -0.0413
C -2.81001 2.03862 -0.30697 -0.5685
H -0.18578 -0.84168 -2.12823 0.1446
H 0.72745 0.46181 -1.54261 0.0748
H -0.47609 -1.69848 -0.21769 0.1383
H 1.59495 -2.07665 1.03229 0.1185
H 1.70059 -2.28939 -0.79787 0.1578
H 4.06577 -2.26144 -0.15529 0.1289
H 1.75068 1.30379 -0.02138 0.0902
H 6.15055 -0.89338 -0.27025 0.0819
H 3.79538 2.75708 -0.15724 0.1193
H 6.00962 1.58735 -0.23024 0.1053
H -2.13914 0.11962 1.95970 0.1660
H -3.55998 -0.51784 0.54388 0.1443
H -2.26389 0.49107 -1.67947 0.1058
H -4.21347 0.75618 -1.31883 0.1840
H -0.85364 1.86038 -0.44184 0.0922
H -1.34206 3.39426 -0.01070 0.1004
H -2.92288 -3.07738 1.20632 0.1257
N -0.06175 -0.15268 -1.30621 0.0616
N -1.69509 -0.02821 1.06956 0.1088
N -1.57525 2.44343 0.02837 0.1820
O 0.31460 0.52570 1.90882 0.0619
O -2.78092 -2.55649 -1.22732 0.1269
O -3.78762 2.74026 -0.07067 0.0373
O -2.46071 -2.26143 1.04275 0.0714
```

Results
orbital gap: 9.4 eV
multiplicity: 1
structure (SMILES): NC(=O)C[C@H](NC(=O)[C@@H](N)Cc1ccccc1)C(=O)O
LUMO level: 0.302 eV
E_HOMO: -9.09 eV


Model b:
The following is a DFT calculation (ωB97M-V/def2-TZVPD) of the molecule C13H17N3O4.

```
37
Properties=species:S:1:pos:R:3:lowdin_charge:R:1
C 3.43887 -0.89043 -0.06716 -0.3435
C 1.82630 -1.00891 -0.12756 -0.4153
C 3.89048 0.43235 -0.72568 -0.0502
C 3.42827 1.61040 0.21393 -0.4948
C -0.35453 -0.52896 0.73529 -0.1778
C -0.72189 -2.08908 0.79401 -0.4315
C -1.13901 0.21034 -0.32440 -0.1265
C -2.60777 0.46039 -0.20450 -0.2788
C -3.10014 1.39098 0.62537 -0.0623
C -3.43444 -0.28794 -1.10027 -0.0185
C -4.50943 1.57291 0.77271 -0.0413
C -4.82991 -0.06774 -0.97636 -0.0870
C -5.39157 0.80646 -0.06164 -0.0922
H 3.69220 -2.53410 -1.16042 0.0741
H 4.26896 -2.71739 0.31113 0.1078
H 3.61888 -0.68372 1.02564 0.1522
H 3.53464 0.55373 -1.78570 0.1362
H 5.01271 0.41932 -0.66669 0.1335
H 3.57530 3.75316 0.51385 0.1521
H 4.07740 3.01898 -1.13904 0.1050
H 1.48211 0.51367 1.19645 0.0821
H -0.76077 -0.39620 1.88567 0.2094
H -1.00416 -0.52029 -1.11195 0.1086
H -0.79340 1.21907 -0.59966 0.1409
H -2.30559 1.77202 1.30913 0.1277
H -2.92273 -0.85377 -1.83911 0.0983
H -4.84204 2.11386 1.63982 0.0865
H -5.58812 -0.52739 -1.69782 0.1208
H -6.36393 1.08394 -0.13108 0.0580
H -2.22083 -3.19996 0.48946 0.1431
N 4.18506 -2.01035 -0.45136 0.0471
N 3.76883 2.92437 -0.15163 0.1179
N 1.07267 -0.18403 0.62560 0.1247
O 1.31817 -1.74023 -0.93354 0.0792
O 2.90937 1.45542 1.28510 0.0240
O -0.17015 -2.82664 1.54030 0.1292
O -2.03982 -2.24423 0.29207 0.0612
```

Results
orbital gap: 9.3 eV
multiplicity: 1
structure (SMILES): NC(=O)C[C@H](N)C(=O)N[C@@H](Cc1ccccc1)C(=O)O
LUMO level: 0.601 eV
E_HOMO: -8.71 eV


Verdict on stability: model b comes out on top.